Entry 1:
{
  "formula": "C3H11NO2",
  "method": "ωB97M-V with the def2-TZVPD basis set",
  "symbols": ["N", "C", "C", "C", "O", "H", "H", "H", "H", "H", "H", "H", "H", "H", "O", "H", "H"],
  "xyz": [[-1.1981, 0.3437, 1.4881], [-0.3245, -0.1792, 0.4517], [-0.8059, -1.6132, 0.1330], [0.1494, -2.3058, -0.8474], [1.4697, -2.5909, -0.3802], [-1.0833, 1.3358, 1.6754], [-2.1908, 0.2937, 1.2949], [0.6775, -0.3654, 0.8022], [-0.2232, 0.5315, -0.3880], [-1.0164, -2.1599, 1.0587], [-1.7952, -1.7694, -0.4201], [-0.2375, -3.2604, -1.2290], [0.0485, -1.6065, -1.6658], [1.2999, -3.0558, 0.4473], [0.7030, 5.1922, -0.7326], [0.2801, 5.6334, 0.0052], [0.6907, 5.7657, -1.4996]],
  "energy_ev": -8873.496,
  "homo_energy_ev": -9.17,
  "de_lowest_kj_mol": 95.9,
  "largest_force_ev_per_a": 1.69,
  "lumo_energy_ev": 0.86,
  "homo_lumo_gap_ev": 10.03
}

---

Entry 2:
{
  "formula": "C3H11NO2",
  "method": "ωB97M-V with the def2-TZVPD basis set",
  "symbols": ["C", "O", "C", "C", "N", "H", "H", "H", "H", "H", "H", "H", "H", "H", "H", "H", "O"],
  "xyz": [[0.6667, 0.2314, 0.0592], [1.3321, 1.3033, 0.9461], [-0.7106, 0.5211, -0.4912], [-1.6552, 0.7511, 0.7712], [-1.4055, -1.9430, -1.0553], [0.6513, -0.7522, 0.5606], [1.3171, 0.0355, -0.7793], [2.4542, 0.8549, 0.8105], [-0.5494, 1.2623, -1.3229], [-1.1316, 1.3708, 1.5441], [-2.5613, 1.3164, 0.4837], [-1.9305, -0.2029, 1.1865], [-2.0533, -1.7870, -1.8388], [-1.0127, -0.5480, -0.8328], [-1.0941, -2.8471, -1.0401], [4.2879, 0.4477, 0.5463], [3.3948, -0.0140, 0.4523]],
  "energy_ev": -8865.034,
  "homo_energy_ev": -8.83,
  "de_lowest_kj_mol": 912.3,
  "largest_force_ev_per_a": 5.86,
  "lumo_energy_ev": -4.93,
  "homo_lumo_gap_ev": 3.90
}

---

Entry 3:
{
  "formula": "C3H11NO2",
  "method": "ωB97M-V with the def2-TZVPD basis set",
  "symbols": ["C", "N", "C", "C", "O", "H", "H", "H", "H", "H", "H", "H", "H", "H", "O", "H", "H"],
  "xyz": [[-0.1352, 1.2982, -1.2205], [0.3109, -0.0902, -1.3147], [0.0725, -0.8851, -0.0690], [1.3376, -1.5559, 0.4286], [2.3187, -0.5674, 0.7288], [0.6886, 1.9963, -1.0842], [-0.8164, 1.5199, -0.3899], [-0.5694, 1.6138, -2.1631], [-0.3438, -0.5217, -1.9549], [-0.2077, -0.2199, 0.7487], [-0.7895, -1.5395, -0.1635], [1.1208, -2.0502, 1.3807], [1.7575, -2.2672, -0.2760], [2.2777, 0.0958, 0.0282], [-2.2978, 1.0624, 2.1493], [-2.6177, 1.7871, 1.6048], [-2.1068, 0.3234, 1.5665]],
  "energy_ev": -8873.556,
  "homo_energy_ev": -9.63,
  "de_lowest_kj_mol": 90.1,
  "largest_force_ev_per_a": 1.47,
  "lumo_energy_ev": 0.68,
  "homo_lumo_gap_ev": 10.31
}

---

Entry 4:
{
  "formula": "C3H11NO2",
  "method": "ωB97M-V with the def2-TZVPD basis set",
  "symbols": ["C", "C", "N", "C", "H", "H", "H", "H", "H", "H", "H", "H", "H", "O", "H", "H", "O"],
  "xyz": [[-0.4113, -2.0330, -0.9488], [0.1126, -1.3062, 0.0956], [-0.6577, -0.7770, 1.0326], [-0.1854, 0.2940, 1.8861], [-1.4706, -2.1896, -1.0839], [0.1547, -2.3980, -1.7910], [1.1430, -1.4933, 0.4074], [-1.6537, -0.8261, 0.8733], [-0.5686, 0.1649, 2.8893], [0.8952, 0.4164, 1.8002], [-0.5801, 1.2579, 1.5591], [0.7845, 2.0850, -0.5198], [2.2363, 1.9449, -0.8896], [1.6694, 2.2415, -0.1673], [-0.6036, 0.7884, -0.9155], [-0.2999, 0.6089, -2.4633], [-0.5649, 1.2213, -1.7644]],
  "total_charge": 1,
  "energy_ev": -8865.340,
  "homo_energy_ev": [-14.74, -14.75],
  "de_lowest_kj_mol": 74.4,
  "largest_force_ev_per_a": 2.48,
  "lumo_energy_ev": [-4.45, -7.78],
  "homo_lumo_gap_ev": [10.29, 6.97],
  "s_squared": 0.77,
  "multiplicity": 2
}

---

Entry 5:
{
  "formula": "C3H11NO2S",
  "method": "ωB97M-V with the def2-TZVPD basis set",
  "symbols": ["C", "C", "S", "N", "C", "O", "H", "H", "H", "H", "H", "H", "H", "H", "H", "H", "H", "O"],
  "xyz": [[0.6214, -0.3143, -0.0777], [0.9576, 0.9237, 0.8408], [2.5563, 1.6658, 0.5348], [-0.6926, -0.2257, -0.7164], [-0.6856, 0.6755, -2.0638], [-1.1506, -0.0854, -3.1900], [0.7514, -1.2443, 0.5336], [1.4720, -0.2728, -0.7874], [0.1533, 1.6817, 0.5643], [1.0843, 0.4785, 1.7921], [2.6629, 1.5942, 1.8223], [-1.4112, -0.4333, 0.0596], [0.4121, 0.9599, -2.1624], [-1.2213, 1.5481, -1.8552], [-1.3038, -0.9654, -2.7583], [-1.2186, -2.1284, 1.7294], [-1.9413, -1.8328, 3.0279], [-1.0465, -2.0249, 2.7064]],
  "total_charge": -1,
  "energy_ev": -19706.581,
  "homo_energy_ev": [0.69, -5.38],
  "de_lowest_kj_mol": 213.2,
  "largest_force_ev_per_a": 4.37,
  "lumo_energy_ev": [2.93, 2.87],
  "homo_lumo_gap_ev": [2.24, 8.25],
  "s_squared": 0.75,
  "multiplicity": 2
}

---

Entry 6:
{
  "formula": "C3H11NO2S",
  "method": "ωB97M-V with the def2-TZVPD basis set",
  "symbols": ["N", "C", "C", "O", "C", "S", "H", "H", "H", "H", "H", "H", "H", "H", "H", "O", "H", "H"],
  "xyz": [[0.8999, -0.7450, 1.1208], [-0.2984, 0.0709, 1.2132], [0.0594, 1.5526, 1.3859], [0.8749, 1.7720, 2.5224], [-1.1406, -0.1021, -0.1750], [-1.3263, -1.8175, -0.9569], [1.3994, -0.4456, 0.2567], [1.4629, -0.5116, 1.9187], [-0.9707, -0.1605, 2.0739], [0.6104, 1.8335, 0.4733], [-0.7607, 2.3568, 1.4756], [1.5239, 1.0408, 2.5379], [-2.2033, 0.2880, 0.1699], [-0.6163, 0.5034, -0.9588], [-0.0924, -2.2550, -0.7491], [-0.1742, -1.2762, -4.1016], [0.3152, -1.0020, -4.8692], [0.4370, -1.1022, -3.3374]],
  "energy_ev": -19708.405,
  "homo_energy_ev": -9.06,
  "de_lowest_kj_mol": 108.2,
  "largest_force_ev_per_a": 2.67,
  "lumo_energy_ev": 0.48,
  "homo_lumo_gap_ev": 9.53
}

---

Entry 7:
{
  "formula": "C3H11NO2SSi",
  "method": "ωB97M-V with the def2-TZVPD basis set",
  "symbols": ["C", "C", "C", "N", "O", "O", "Si", "S", "H", "H", "H", "H", "H", "H", "H", "H", "H", "H", "H"],
  "xyz": [[-1.2489, 1.3512, -0.8396], [-1.1769, -1.7515, -1.2067], [-1.4654, -0.2552, 1.8034], [2.9854, 1.2074, -0.4254], [1.8209, 0.2857, 1.7585], [2.5891, -1.3655, 0.0810], [-1.0950, -0.3034, -0.0331], [1.9514, -0.0460, 0.3324], [-1.3172, 1.1739, -1.9719], [-2.0679, 2.0576, -0.5401], [-0.1805, 1.8388, -0.6575], [-2.1583, -2.2439, -1.3854], [-0.8456, -1.4117, -2.1040], [-0.4368, -2.5134, -0.8990], [-1.9172, -1.0998, 2.3572], [-0.5675, 0.0224, 2.4665], [-2.1247, 0.5420, 1.9245], [3.7685, 0.8963, -1.0699], [3.4868, 1.6151, 0.4091]],
  "energy_ev": -27585.407,
  "homo_energy_ev": -8.17,
  "de_lowest_kj_mol": 229.2,
  "largest_force_ev_per_a": 3.27,
  "lumo_energy_ev": -0.66,
  "homo_lumo_gap_ev": 7.51
}

---

Entry 8:
{
  "formula": "C3H11NO3",
  "method": "ωB97M-V with the def2-TZVPD basis set",
  "symbols": ["C", "C", "C", "N", "H", "H", "H", "H", "H", "H", "H", "O", "H", "H", "O", "H", "H", "O"],
  "xyz": [[-1.7601, -0.3380, 1.2126], [-2.8949, 0.4112, 1.3964], [0.4558, -0.5458, 0.6158], [-0.5700, 0.2547, 0.9291], [-1.6738, -1.3861, 1.5179], [-2.8062, 1.4751, 1.2460], [-3.7091, 0.0929, 2.0406], [1.4363, -0.1507, 0.3746], [0.3342, -1.6292, 0.4475], [-0.9035, 5.2323, -3.0412], [-2.3260, 4.6350, -2.9764], [-1.4525, 4.5171, -3.3793], [3.5151, -3.3207, 1.3923], [2.8657, -3.4705, 2.7865], [3.2982, -2.8450, 2.2001], [1.0273, -1.5526, -1.6021], [1.9489, -1.7711, -2.8002], [1.8870, -1.2829, -1.9622]],
  "total_charge": -1,
  "energy_ev": -10919.581,
  "homo_energy_ev": [-0.01, -2.91],
  "de_lowest_kj_mol": 180.8,
  "largest_force_ev_per_a": 1.81,
  "lumo_energy_ev": [3.21, 3.20],
  "homo_lumo_gap_ev": [3.21, 6.11],
  "s_squared": 0.77,
  "multiplicity": 2
}

---

Entry 9:
{
  "formula": "C3H11NO3",
  "method": "ωB97M-V with the def2-TZVPD basis set",
  "symbols": ["C", "N", "C", "C", "O", "H", "H", "H", "H", "H", "H", "H", "H", "H", "O", "H", "H", "O"],
  "xyz": [[0.0920, -0.0941, -1.4943], [1.2254, -0.5300, -0.9632], [2.4915, 0.2415, -0.9711], [2.8683, 0.6630, 0.4303], [-0.9317, -0.7529, -1.6745], [0.0670, 0.9668, -1.8060], [1.4008, -1.5289, -0.7899], [2.3385, 1.0490, -1.6850], [3.2913, -0.3841, -1.3821], [3.8819, 0.4689, 0.7672], [2.3888, 0.0257, 1.1856], [2.5421, 1.6611, 0.7511], [-1.0148, -0.7756, 1.2735], [-1.8766, -1.1361, 0.0013], [-1.8672, -1.0674, 0.9791], [-6.0896, 0.7865, 1.2836], [-5.0965, -0.1584, 1.9653], [-5.7112, 0.5651, 2.1292]],
  "total_charge": -1,
  "energy_ev": -10920.801,
  "homo_energy_ev": [1.03, -6.60],
  "de_lowest_kj_mol": 63.1,
  "largest_force_ev_per_a": 1.64,
  "lumo_energy_ev": [3.23, 3.17],
  "homo_lumo_gap_ev": [2.21, 9.77],
  "s_squared": 0.75,
  "multiplicity": 2
}

---

Entry 10:
{
  "formula": "C3H11NO3",
  "method": "ωB97M-V with the def2-TZVPD basis set",
  "symbols": ["N", "C", "C", "C", "O", "H", "H", "H", "H", "H", "H", "H", "O", "H", "H", "O", "H", "H"],
  "xyz": [[1.0389, -0.3567, 1.5490], [0.2585, 0.7866, 1.5648], [-0.3095, 1.2479, 0.1323], [-0.9958, 2.6133, 0.1059], [-1.7873, 2.8910, -0.8156], [1.4825, -0.5375, 2.3807], [0.7826, -1.2078, 1.0276], [-0.5289, 0.9184, 2.2816], [0.8572, 1.6203, 2.0707], [-0.8750, 0.4653, -0.3149], [0.5739, 1.2981, -0.4636], [-0.9723, 3.3938, 1.0371], [0.2643, -1.3101, -2.8761], [0.3877, -1.9299, -3.6049], [0.4796, -0.4641, -3.2647], [-0.1338, -2.9758, 0.0498], [0.1559, -2.6984, -0.8243], [-0.6787, -3.7546, -0.0355]],
  "energy_ev": -10920.530,
  "homo_energy_ev": -8.56,
  "de_lowest_kj_mol": 238.9,
  "largest_force_ev_per_a": 3.96,
  "lumo_energy_ev": 0.47,
  "homo_lumo_gap_ev": 9.02
}

---

Entry 11:
{
  "formula": "C3H11NO3",
  "method": "ωB97M-V with the def2-TZVPD basis set",
  "symbols": ["O", "C", "C", "N", "C", "O", "H", "H", "H", "H", "H", "H", "H", "H", "H", "O", "H", "H"],
  "xyz": [[1.3789, 2.5492, -0.4367], [0.1344, 2.2801, -0.9401], [-0.1885, 0.7402, -0.6620], [-0.0394, 0.6588, 0.8219], [0.4538, -0.5273, 1.4599], [-0.4430, -1.4400, 2.0763], [1.7997, 1.6199, -0.2244], [0.0998, 2.3805, -2.0529], [-0.5430, 2.8806, -0.3683], [0.6776, 0.0601, -1.0167], [-1.2336, 0.4015, -1.0886], [0.2977, 1.6030, 1.2105], [1.2741, -0.2813, 2.1921], [1.0478, -1.0326, 0.7433], [-1.2880, -0.9722, 1.9399], [-0.9796, -3.3479, -0.9232], [-0.5636, -3.9578, -1.5748], [-1.8850, -3.6148, -1.1563]],
  "energy_ev": -10919.902,
  "homo_energy_ev": -9.18,
  "de_lowest_kj_mol": 299.4,
  "largest_force_ev_per_a": 3.97,
  "lumo_energy_ev": 0.67,
  "homo_lumo_gap_ev": 9.85
}

---

Entry 12:
{
  "formula": "C3H11NO3",
  "method": "ωB97M-V with the def2-TZVPD basis set",
  "symbols": ["C", "N", "C", "C", "O", "H", "H", "H", "H", "H", "H", "H", "H", "H", "O", "H", "H", "O"],
  "xyz": [[-0.3994, -1.5681, -1.0903], [0.2330, -0.4520, -0.5720], [1.5915, -0.3315, -0.3240], [2.0135, -0.7574, 1.1606], [-1.6032, -1.7578, -0.9105], [0.3692, -2.3470, -1.3152], [-0.3658, 0.3498, -0.2515], [2.2566, -0.9701, -1.0807], [1.7846, 0.7125, -0.3054], [3.0807, -0.4705, 1.3429], [1.3510, -0.0814, 1.7285], [1.8941, -1.8001, 1.2564], [-2.9661, 0.0107, -0.6030], [-2.8997, 1.3676, -1.4347], [-2.5446, 0.8300, -0.5975], [-1.9323, 2.3151, 0.6151], [-0.8078, 2.2012, 1.5732], [-1.0553, 2.7490, 0.8080]],
  "total_charge": 1,
  "energy_ev": -10912.166,
  "homo_energy_ev": [-14.73, -14.73],
  "de_lowest_kj_mol": 97.8,
  "largest_force_ev_per_a": 4.92,
  "lumo_energy_ev": [-4.38, -8.97],
  "homo_lumo_gap_ev": [10.35, 5.76],
  "s_squared": 0.78,
  "multiplicity": 2
}

---

Entry 13:
{
  "formula": "C3H11NO3P",
  "method": "ωB97M-V with the def2-TZVPD basis set",
  "symbols": ["C", "C", "O", "P", "N", "O", "O", "C", "H", "H", "H", "H", "H", "H", "H", "H", "H", "H", "H"],
  "xyz": [[2.3415, -0.5905, 0.2179], [1.7419, -0.8384, -1.1962], [0.4957, -0.2271, -1.2525], [-0.6126, -0.0489, -0.1570], [-0.4171, -0.4739, 1.3967], [-1.9499, -0.9675, -0.6214], [-0.9861, 1.4292, -0.3779], [-2.1121, 2.0973, 0.1841], [2.1257, 0.4616, 0.4703], [1.8377, -1.1737, 1.0318], [3.3376, -0.8439, 0.4362], [1.5703, -1.8796, -1.4630], [2.2243, -0.3354, -1.9543], [0.4216, -0.2044, 2.0017], [-0.7107, -1.4703, 1.4773], [-1.8565, -1.5914, -1.3782], [-2.8603, 1.4196, 0.8145], [-2.7726, 2.5017, -0.5828], [-1.8183, 2.7355, 0.9527]],
  "total_charge": 1,
  "energy_ev": -20205.325,
  "homo_energy_ev": -15.76,
  "de_lowest_kj_mol": 35.1,
  "largest_force_ev_per_a": 4.44,
  "lumo_energy_ev": -3.19,
  "homo_lumo_gap_ev": 12.57
}

---

Entry 14:
{
  "formula": "C3H11NO3S",
  "method": "ωB97M-V with the def2-TZVPD basis set",
  "symbols": ["N", "C", "O", "C", "C", "S", "H", "H", "H", "H", "H", "H", "H", "O", "H", "H", "O", "H", "H"],
  "xyz": [[-2.0909, 1.6460, -0.8954], [-1.9920, 0.5079, -1.6885], [-2.9567, 0.1397, -2.3119], [-0.6875, -0.2457, -1.4294], [-1.1124, -1.2714, -0.3940], [0.0665, -2.6694, -0.2594], [-1.3388, 1.7752, -0.2435], [-3.0130, 2.0352, -0.7803], [0.1337, 0.3344, -1.0020], [-0.2641, -0.7648, -2.2888], [-1.2410, -0.9477, 0.6376], [-2.0364, -1.7285, -0.7694], [0.8019, -2.3305, 0.8448], [1.2089, -0.7691, 1.9030], [1.5563, -1.0016, 2.7769], [2.0423, -0.3678, 1.6017], [3.6901, 1.5485, 1.1575], [4.2917, 2.2384, 1.4708], [2.9415, 1.8712, 1.6702]],
  "energy_ev": -21757.211,
  "homo_energy_ev": -8.63,
  "de_lowest_kj_mol": 70.7,
  "largest_force_ev_per_a": 1.98,
  "lumo_energy_ev": 0.04,
  "homo_lumo_gap_ev": 8.67
}